Here is a molecular structure, C31H33AsCl2N5O5SbSe4Ti from the OMol25 dataset. Energies are from ωB97M-V/def2-TZVPD.

Structure (XYZ):
```
83
Properties=species:S:1:pos:R:3:forces:R:3
Ti -1.39434 0.54946 0.20759 0.47 0.37 1.21
N -1.05544 0.86837 3.88020 0.06 0.09 0.07
N -0.14144 1.84728 3.50871 0.09 -0.12 -0.10
C -0.25426 2.50171 2.29430 -0.01 0.06 0.39
O 0.46752 3.47416 2.07791 0.04 -0.08 -0.08
O -1.14441 2.02342 1.48627 -0.06 -0.11 -1.00
H -1.74102 1.19737 4.55001 0.06 0.00 0.00
H -0.59929 0.02001 4.18108 -0.01 -0.02 -0.04
H 0.34844 2.37578 4.21447 -0.01 0.02 -0.02
Cl 0.51629 0.70683 -4.40737 0.01 0.00 -0.01
C -0.71233 1.73377 -3.74293 0.01 0.00 0.01
C -1.13568 2.85743 -4.47237 -0.03 0.00 0.00
C -2.11000 3.68167 -3.98816 0.04 -0.02 -0.01
Cl -2.59755 5.07759 -4.92086 -0.01 0.00 -0.01
C -2.72357 3.42324 -2.73924 -0.05 0.01 0.04
C -3.73539 4.19878 -2.12961 0.00 0.01 -0.01
C -4.23444 3.82399 -0.91448 -0.02 0.01 -0.02
C -3.73914 2.66949 -0.28155 0.00 -0.08 -0.01
N -2.80246 1.93156 -0.82832 0.10 0.10 -0.05
C -2.28325 2.29378 -2.02899 -0.07 0.06 -0.08
C -1.24583 1.42703 -2.50332 0.02 -0.15 -0.16
O -0.90270 0.41227 -1.76838 -0.04 0.37 0.24
H -0.67548 3.06478 -5.42851 0.01 0.00 0.00
H -4.09969 5.08556 -2.63100 0.00 0.00 0.00
H -5.00508 4.39928 -0.42117 0.00 0.00 0.00
H -4.11277 2.33555 0.67881 0.02 0.04 0.00
O 0.18519 -1.59688 2.11410 0.05 0.03 0.01
C 0.99301 -0.97367 1.45012 0.09 0.03 -0.03
N 2.35905 -1.22270 1.46154 0.08 -0.09 -0.07
C 3.07041 -0.25301 0.65727 -0.01 0.06 0.10
C 1.86128 0.50747 0.02303 -0.11 0.04 -0.22
O 1.99763 1.36110 -0.82862 0.01 0.04 0.06
N 0.70928 0.03138 0.55125 -0.34 -0.39 0.14
C 3.91687 0.67156 1.52850 -0.04 0.00 -0.03
C 3.43836 1.90472 1.95795 0.01 0.04 -0.01
C 4.19817 2.68101 2.82333 0.01 0.03 0.01
C 5.43685 2.24061 3.26558 -0.01 0.00 0.00
C 5.92253 1.01338 2.83283 0.00 0.00 -0.01
C 5.16724 0.23806 1.96581 -0.01 -0.01 0.02
C 3.89286 -0.88629 -0.45269 0.01 0.00 -0.04
C 4.61815 -0.06395 -1.31471 0.00 -0.01 0.01
C 5.35349 -0.61077 -2.35230 0.00 0.00 -0.01
C 5.38237 -1.98790 -2.54350 0.00 0.00 0.00
C 4.66111 -2.80869 -1.69205 0.00 0.01 0.00
C 3.91634 -2.25924 -0.65393 -0.01 -0.01 -0.01
H 2.76074 -1.62116 2.29334 -0.02 0.06 0.05
H 2.48323 2.29235 1.62366 -0.07 -0.03 0.03
H 3.80458 3.63811 3.14270 0.00 -0.01 0.01
H 6.02469 2.85100 3.94102 0.00 0.00 0.00
H 6.89278 0.66218 3.16425 0.00 0.00 0.00
H 5.55622 -0.71126 1.61364 -0.01 0.00 0.00
H 4.57831 1.00784 -1.17347 0.00 0.01 0.00
H 5.90155 0.04120 -3.02178 0.00 0.00 0.00
H 5.95649 -2.41394 -3.35763 0.00 0.00 0.00
H 4.66509 -3.88237 -1.83800 0.00 0.00 0.00
H 3.32833 -2.89638 -0.00660 0.01 0.01 0.01
C -1.96739 -3.87155 1.63214 -0.01 0.04 -0.01
C -2.81667 -3.53034 0.41344 0.01 0.05 0.04
As -2.17650 -1.95454 -0.55914 0.20 -0.18 -0.64
C -0.93861 -2.82334 -1.84237 -0.06 -0.03 0.08
C 0.52361 -2.74647 -1.41800 -0.02 -0.01 -0.01
C -3.65725 -1.60463 -1.81295 0.00 -0.05 0.03
C -4.52801 -2.79673 -2.18741 0.03 -0.02 -0.03
H -2.36502 -4.75791 2.13382 0.01 0.00 0.00
H -1.96099 -3.04282 2.33906 0.00 0.00 -0.01
H -0.92853 -4.06573 1.35996 0.01 -0.01 0.00
H -3.84155 -3.31101 0.71113 -0.01 0.02 0.04
H -2.83291 -4.35404 -0.30475 -0.05 0.00 0.00
H -1.08045 -2.30725 -2.79326 0.01 0.02 0.00
H -1.25881 -3.86133 -1.97148 -0.02 0.00 -0.01
H 0.85808 -1.70912 -1.40813 -0.01 -0.01 -0.01
H 1.16783 -3.29975 -2.10745 -0.01 0.01 0.00
H 0.67471 -3.15591 -0.41587 0.01 0.01 0.01
H -3.17241 -1.18590 -2.69806 0.01 0.04 0.02
H -4.25639 -0.81389 -1.36026 0.00 -0.02 0.04
H -3.93345 -3.62578 -2.58012 0.00 0.00 -0.01
H -5.25438 -2.51871 -2.95574 0.00 0.00 0.00
H -5.08835 -3.16386 -1.32742 0.01 -0.01 0.02
Se -7.02921 0.44344 2.89281 -0.06 0.03 0.01
Sb -4.72027 0.73326 3.50356 0.21 -0.26 -0.19
Se -4.02669 2.89045 4.43049 0.10 0.04 0.02
Se -3.91512 -0.19172 5.66499 -0.10 0.12 -0.05
Se -3.39415 -0.30876 1.61328 -0.54 -0.12 0.25
```
Forces are in eV/Å.

Calculated values
* strongest force on any atom: 1.3 eV/A
* 2S+1: 3
* <S²>: 2.017
* lowest unoccupied orbital energy (alpha / beta): 3.75 / 3.41 eV
* charge: -2
* Kohn-Sham gap (alpha / beta): 6.18 / 5.84 eV
* energy above the lowest of the compared OMol25 structures with the same formula, charge and spin: 0.9 kcal per mole